(1)
2 unconnected molecules or ions with the total composition C5H7N2OS in a non-equilibrium geometry, computed with wB97M-V/def2-TZVPD.

## Properties
Lowest unoccupied orbital energy (alpha / beta): 2.421 / 2.420 eV
Net charge: -1
HOMO-LUMO gap (alpha / beta): 6.41 / 6.41 eV
Largest force on an atom: 3.11 eV/Å
Energy above the lowest of the compared OMol25 structures with the same formula, charge and spin: 406.3 kJ/mol
HOMO (alpha / beta): -3.9894 / -3.9892 eV

Geometry (Å):
C 1.33974 -1.76696 -0.38619
C 0.02166 -1.17534 -0.35050
C 2.49862 -1.14454 -0.01553
C -0.33719 0.04448 0.01232
C -1.23236 1.10444 0.31352
N 2.73979 0.20740 -0.05100
N 1.96933 1.19497 0.26540
O 2.28712 2.38784 -0.10750
S -4.18061 0.14081 -0.14200
H 1.52582 -2.81413 -0.38818
H -0.90248 -1.77462 -0.54694
H 3.37569 -1.88127 -0.07496
H -1.01952 1.55120 1.26720
H -2.37629 0.66663 0.22360
H -1.06152 1.92454 -0.42385
H -4.64780 1.33454 0.40462

***

(2)
C5H7N2P in the gas phase in a non-equilibrium geometry, computed with wB97M-V/def2-TZVPD.

## Properties
Structure (SMILES): C=PCc1cc[nH]n1
Lowest unoccupied orbital energy: 0.548 eV
Net charge: 0
HOMO-LUMO gap: 9.37 eV
Largest force on an atom: 5.15 eV/Å
Energy above the lowest of the compared OMol25 structures with the same formula, charge and spin: 163.9 kJ/mol
HOMO: -8.8193 eV

Geometry (Å):
C 0.74173 1.40424 2.35878
P 1.36723 -0.03520 1.96818
C 1.51053 0.06792 0.00839
C 0.17063 -0.24703 -0.52236
C -0.37430 -1.48964 -0.64121
C -1.58284 -1.32309 -1.31326
N -1.77420 0.00722 -1.38931
N -0.68704 0.68896 -0.88850
H 0.35994 1.70397 3.27925
H 0.86111 2.17256 1.59587
H 2.44903 -0.33337 -0.31113
H 1.67298 1.23264 -0.14764
H 0.16460 -2.42768 -0.51635
H -2.31720 -2.04543 -1.81490
H -2.56222 0.62391 -1.66581

***

(3)
A gas-phase ion, C5H7N2S (charge -1) in a non-equilibrium geometry, computed with wB97M-V/def2-TZVPD.

## Properties
Lowest unoccupied orbital energy (alpha / beta): 3.044 / 3.077 eV
Net charge: -1
HOMO-LUMO gap (alpha / beta): 5.33 / 5.27 eV
Largest force on an atom: 4.07 eV/Å
Energy above the lowest of the compared OMol25 structures with the same formula, charge and spin: 337.2 kJ/mol
HOMO (alpha / beta): -2.2892 / -2.1927 eV

Geometry (Å):
C 0.24646 0.06540 -0.11390
C 0.55508 -1.35622 -0.15407
C -1.02010 0.51390 0.07230
C 2.04560 -1.58869 0.04414
C -1.04483 2.02898 -0.05177
N -0.25790 -2.29888 -0.04967
N -2.02656 -0.34361 0.11621
S -3.57519 -0.11706 -0.05831
H 0.95063 0.84573 0.10506
H 2.35714 -2.56401 -0.04604
H 2.60252 -1.16121 -0.80069
H 2.47023 -1.25729 0.95109
H -0.09488 2.50091 -0.20978
H -1.77865 2.26051 -0.77011
H -1.42954 2.47155 0.96554

***

(4)
A molecular structure, C5H7N3 in a non-equilibrium geometry, computed with wB97M-V/def2-TZVPD.

## Properties
Lowest unoccupied orbital energy (alpha / beta): -0.630 / -0.796 eV
Net charge: 0
HOMO-LUMO gap (alpha / beta): 6.94 / 6.66 eV
Largest force on an atom: 1.99 eV/Å
Energy above the lowest of the compared OMol25 structures with the same formula, charge and spin: 451.6 kJ/mol
HOMO (alpha / beta): -7.5665 / -7.4576 eV

Geometry (Å):
C 0.97683 0.99373 -1.30880
C -0.72367 0.05244 0.35696
C -0.51663 -1.31614 0.38943
N -1.83942 0.74245 0.69127
C 0.64167 0.60332 0.13333
N -1.06905 -2.37498 0.77017
C 1.32635 -0.79582 0.38187
N 2.35584 -1.33783 0.55432
H -1.80158 1.73844 0.84975
H -2.59149 0.21647 1.11584
H -0.82517 -3.19858 0.22092
H 0.88975 1.40827 0.83421
H 0.40583 1.87885 -1.59605
H 2.04277 1.20308 -1.39544
H 0.72799 0.18631 -1.99776

***

(5)
C5H7N3 in the gas phase in a non-equilibrium geometry, computed with wB97M-V/def2-TZVPD.

## Properties
Structure (SMILES): N=C1N2C[C@H]2[C@@H]2CN12
Lowest unoccupied orbital energy: 1.058 eV
Net charge: 0
HOMO-LUMO gap: 10.49 eV
Largest force on an atom: 4.07 eV/Å
Energy above the lowest of the compared OMol25 structures with the same formula, charge and spin: 503.5 kJ/mol
HOMO: -9.4273 eV

Geometry (Å):
N -0.05537 -0.52382 -2.35587
C 0.01957 -0.48462 -1.09507
N -0.34656 -1.35784 -0.09674
C 0.63902 -1.47574 0.98618
C -0.45260 -0.47052 1.21762
C 0.20655 0.93296 0.79334
C -0.41457 1.86387 -0.26215
N 0.64033 0.78432 -0.65828
H -0.48470 -1.37414 -2.57926
H 0.62753 -2.58965 1.11398
H 1.54289 -0.72150 0.62964
H -1.48209 -0.55760 1.68896
H 1.03642 1.21433 1.41365
H -1.45453 1.91117 -0.66924
H -0.02189 2.84878 -0.12674

***

(6)
C5H7N3 in the gas phase in a non-equilibrium geometry, computed with wB97M-V/def2-TZVPD.

## Properties
Lowest unoccupied orbital energy (alpha / beta): -0.216 / -0.216 eV
Net charge: 0
HOMO-LUMO gap (alpha / beta): 7.86 / 7.86 eV
Largest force on an atom: 4.78 eV/Å
Energy above the lowest of the compared OMol25 structures with the same formula, charge and spin: 470.7 kJ/mol
HOMO (alpha / beta): -8.0805 / -8.0783 eV

Geometry (Å):
C 0.43733 -0.39196 -1.00408
C 0.31030 0.49794 0.16546
N -0.67596 -0.69523 -1.77496
C -0.97831 0.72745 0.84550
C 1.47988 1.12334 0.64323
N -2.05615 0.20316 0.44533
C 0.98074 -1.25258 0.41236
N 1.19948 -2.22869 0.99591
H 1.37147 -0.30372 -1.56154
H -1.55378 -0.69491 -1.25905
H -0.55258 -1.46623 -2.41568
H -2.84321 0.33033 1.07724
H -0.88771 1.24899 1.80542
H 1.51381 1.46758 1.66230
H 2.25471 1.43453 -0.03744